[1]
C19H23N5O3 | wB97M-V/def2-TZVPD

Each line ends with the Mulliken charge.
Positions of all 50 atoms, in Å:
C: -8.00 -1.06 0.03  -1.338
C: -6.56 -0.36 -0.15  -0.550
C: -5.55 -1.29 0.40  -0.289
C: -5.85 -1.21 2.10  -1.093
C: -4.30 -0.58 0.25  0.651
C: -3.40 -1.34 -0.37  -1.394
C: -2.11 -0.63 -1.00  -0.920
C: -1.84 0.67 -0.58  0.693
N: -0.51 1.24 -0.83  0.152
C: 0.00 2.33 -0.70  0.794
O: -0.55 3.21 0.21  -0.777
C: 1.47 2.33 -1.12  -0.779
N: 2.37 1.80 -0.24  0.195
C: 3.26 2.54 0.57  -0.413
N: 3.93 1.64 1.37  -0.625
C: 3.67 0.40 0.59  0.691
C: 2.62 0.62 -0.15  0.012
C: 2.29 -0.49 -1.01  0.796
O: 1.35 -0.54 -1.75  -0.764
N: 2.97 -1.59 -0.97  -0.159
C: 2.66 -2.94 -1.41  -1.140
C: 4.04 -1.89 0.24  0.289
O: 4.47 -3.18 0.45  -0.610
N: 4.34 -0.63 0.93  0.050
C: 5.23 -0.90 2.11  -1.129
C: -2.68 1.33 0.24  -1.206
C: -3.99 1.00 0.60  -0.844
H: -8.27 -1.28 1.01  0.389
H: -8.78 -0.42 -0.73  0.262
H: -8.11 -2.00 -0.42  0.418
H: -6.29 -0.12 -1.22  0.392
H: -6.75 0.61 0.28  0.339
H: -5.50 -2.25 0.21  0.807
H: -6.69 -1.88 2.36  0.472
H: -5.96 -0.10 2.41  0.209
H: -4.73 -1.70 2.52  0.257
H: -3.67 -2.15 -0.61  0.836
H: -1.29 -1.30 -1.29  0.374
H: -0.09 0.63 -1.32  0.015
H: 1.67 3.58 -0.96  0.268
H: 1.46 2.09 -2.15  0.378
H: 3.13 3.49 0.69  0.494
H: 1.88 -2.86 -2.22  0.357
H: 3.49 -3.48 -1.88  0.303
H: 2.24 -3.50 -0.70  0.461
H: 4.90 -0.63 3.03  0.340
H: 5.68 -1.78 1.99  0.461
H: 6.10 -0.21 1.65  0.349
H: -2.46 2.20 0.44  0.952
H: -4.74 1.48 1.04  0.572

Properties
Multiplicity = 1
Total energy = -1236.8233 Ha
LUMO = 0.28 eV
SMILES = CC[C@H](C)c1ccc(NC(=O)Cn2cnc3c2c(=O)n(C)c(=O)n3C)cc1
Charge = 0
Gap between HOMO and LUMO = 8.717 eV

[2]
C6H8N2O | wB97M-V/def2-TZVPD

Each line ends with the Mulliken charge.
Positions of all 17 atoms, in Å:
H: -3.14 0.68 -0.91  0.216
N: -2.73 0.05 -0.19  -0.757
C: -1.48 0.15 -0.02  0.347
N: -0.64 1.05 -0.62  -0.198
C: 0.68 1.03 -0.12  0.388
C: 1.63 1.97 -0.36  -1.122
C: 0.72 -0.20 0.73  -0.226
C: 0.37 -1.49 0.02  -0.051
O: 0.89 -2.70 0.50  -0.543
C: -0.63 -0.73 0.87  -0.413
H: -1.04 1.87 -0.98  0.256
H: 1.34 2.80 -1.01  0.232
H: 2.62 1.94 0.00  0.334
H: 1.45 -0.29 1.54  0.443
H: 0.29 -1.53 -1.09  0.298
H: 0.73 -3.43 -0.11  0.344
H: -1.05 -1.17 1.75  0.452

Properties
Multiplicity = 1
Total energy = -418.1231 Ha
LUMO = 0.79 eV
SMILES = [H]/N=C1\NC(=C)[C@@H]2[C@@H](O)[C@H]12
Charge = 0
Gap between HOMO and LUMO = 9.253 eV

[3]
C4H5NO2 | wB97M-V/def2-TZVPD

Each line ends with the Mulliken charge.
Positions of all 12 atoms, in Å:
O: 1.62 -0.12 0.01  -0.408
C: 0.93 -1.03 -0.78  0.056
C: -0.19 -1.18 0.13  -0.131
C: 0.58 -0.23 1.03  -0.368
N: -1.71 3.08 0.24  -0.391
C: -1.43 2.22 -0.47  0.109
O: -0.34 -0.51 -1.14  -0.464
H: 1.46 -1.65 -1.50  0.388
H: -0.88 -1.99 0.37  0.412
H: 0.99 -0.71 1.92  0.264
H: 0.12 0.74 1.27  0.212
H: -1.14 1.38 -1.09  0.320

Properties
Multiplicity = 1
Total energy = -360.5352 Ha
LUMO = 0.86 eV
Charge = 0
Gap between HOMO and LUMO = 11.591 eV

What is the charge in the second record? 0

What is the formula in the first record? C19H23N5O3